(1)
The following is a quantum chemistry calculation of an isolated molecule of C4H7FS, from the OMol25 dataset.

XYZ file:
```
13
Properties=species:S:1:pos:R:3:lowdin_charge:R:1
C 1.868 -0.590 -0.512 0.05
C 0.836 -0.349 0.276 -0.42
F 0.790 -0.938 1.527 -0.02
C -0.545 0.124 -0.234 -0.64
C -0.928 1.367 0.547 -0.14
S -1.744 -1.263 0.153 0.76
H 1.821 -0.092 -1.556 0.10
H 2.610 -1.419 -0.234 0.10
H -0.615 0.324 -1.332 0.11
H -0.965 1.099 1.595 0.07
H -0.126 2.069 0.402 0.07
H -1.919 1.656 0.071 0.10
H -1.083 -1.988 -0.703 -0.16
```

Computed properties:
- relative energy (zero: lowest compared OMol25 entry of this formula, charge and spin) (kcal/mol) = 37.6
- orbital gap (eV) = 10.078
- highest occupied orbital energy (eV) = -9.325
- electronic energy (eV) = -17812.711
- LUMO level (hartree) = 0.02764
- SMILES = C=C(F)[C@H](C)S

(2)
The following is a quantum chemistry calculation of a structure of composition Ca2F4HO5P2Rb, from the OMol25 dataset.

XYZ file:
```
15
Properties=species:S:1:pos:R:3:lowdin_charge:R:1
Rb -2.045 0.127 2.884 1.10
Ca 0.349 0.077 -2.318 1.60
Ca 2.474 -2.510 -1.040 1.68
O 1.783 -0.404 -0.706 -0.65
H 1.932 -0.207 0.218 0.00
O -0.360 1.892 1.398 -0.41
P -0.090 2.633 0.144 0.19
O -0.203 1.954 -1.186 -0.45
F 1.378 3.175 0.249 -0.09
F -0.945 3.926 0.060 -0.06
O -1.062 -0.800 -0.720 -0.39
P -0.782 -2.069 0.006 0.27
O 0.558 -2.798 0.055 -0.47
F -1.739 -3.154 -0.550 -0.05
F -1.247 -1.843 1.505 -0.25
```

Computed properties:
- relative energy (zero: lowest compared OMol25 entry of this formula, charge and spin) (kcal/mol) = 0.0
- orbital gap (eV) = 7.128
- total charge = +2
- highest occupied orbital energy (eV) = -15.989
- electronic energy (eV) = -77233.641
- LUMO level (hartree) = -0.32564

(3)
The following is a quantum chemistry calculation of a cluster of 5 separate species, C4H19N3O5 in total, from the OMol25 dataset.

XYZ file:
```
31
Properties=species:S:1:pos:R:3:lowdin_charge:R:1
N 1.563 1.259 -2.672 0.02
C 2.223 0.251 -1.922 -0.31
N 1.454 -0.232 -0.726 -0.08
C 1.546 0.522 0.500 -0.19
C 1.457 -0.529 1.661 -0.12
N 0.031 -1.018 1.822 0.02
C -0.719 -0.487 2.822 -0.41
O -0.576 0.568 3.397 0.04
H 0.628 1.041 -2.973 0.05
H 1.673 2.132 -2.180 0.07
H 2.469 -0.665 -2.468 0.10
H 3.180 0.634 -1.535 0.11
H 0.540 -0.519 -1.051 0.06
H 0.664 1.101 0.726 0.07
H 2.526 1.003 0.449 0.12
H 1.755 -0.193 2.654 0.11
H 2.001 -1.417 1.316 0.11
H -0.202 -1.791 1.228 0.12
H -1.548 -1.149 3.202 0.14
O -1.174 -2.072 -1.672 -0.06
H -1.237 -2.876 -1.148 0.04
H -0.834 -2.275 -2.563 0.07
O -2.676 0.013 0.625 -0.02
H -2.011 -0.635 0.793 0.00
H -3.554 -0.361 0.752 0.08
O -1.724 0.562 -1.919 -0.08
H -2.433 -0.012 -2.184 0.01
H -1.892 0.668 -0.962 0.00
O -0.875 2.519 1.375 -0.06
H -1.767 2.300 1.081 0.03
H -0.490 1.661 1.571 -0.04
```

Computed properties:
- relative energy (zero: lowest compared OMol25 entry of this formula, charge and spin) (kcal/mol) = 37.4
- orbital gap (eV) = 7.966
- highest occupied orbital energy (eV) = -8.131
- electronic energy (eV) = -19163.041
- LUMO level (hartree) = -0.00608
- SMILES = NCNCCNC=O.O.O.O.O

(4)
The following is a quantum chemistry calculation of an isolated molecule of C3H7NO, from the OMol25 dataset.

XYZ file:
```
12
Properties=species:S:1:pos:R:3:lowdin_charge:R:1
C -1.133 -0.651 0.806 -0.09
N -0.953 0.131 -0.415 0.01
C 0.246 0.593 -0.906 -0.54
C 1.510 0.277 -0.147 0.00
O 0.273 1.418 -1.807 0.03
H -0.896 -1.715 0.709 0.08
H -2.199 -0.589 1.028 0.08
H -0.583 -0.246 1.641 0.07
H -1.782 0.278 -0.968 0.13
H 2.236 1.070 -0.269 0.08
H 1.236 0.029 0.869 0.05
H 2.045 -0.596 -0.542 0.09
```

Computed properties:
- relative energy (zero: lowest compared OMol25 entry of this formula, charge and spin) (kcal/mol) = 12.7
- orbital gap (eV) = 10.432
- highest occupied orbital energy (eV) = -9.556
- electronic energy (eV) = -6762.198
- LUMO level (hartree) = 0.03220
- SMILES = CNC(C)=O

(5)
The following is a quantum chemistry calculation of a cluster of 4 separate species, C24H43BrF9O8PSi in total, from the OMol25 dataset.

XYZ file:
```
87
Properties=species:S:1:pos:R:3:lowdin_charge:R:1
C 6.827 0.415 2.061 -0.11
C 6.706 0.494 0.491 -0.24
C 5.173 0.521 0.142 -0.21
C 4.705 1.867 -0.524 -0.20
C 3.525 2.534 0.247 -0.21
C 2.116 2.211 -0.384 -0.18
C 1.075 2.365 0.776 -0.21
C -0.342 2.802 0.306 -0.25
C -1.295 1.599 -0.068 -0.31
Si -2.975 1.595 0.807 0.49
C -4.444 0.969 -0.260 -0.81
Br -3.975 0.550 -2.129 0.66
C -5.184 -0.238 0.443 -0.33
C -4.380 -1.575 0.213 -0.15
P -3.606 3.573 1.595 0.71
O -2.638 3.989 2.923 -0.35
O -5.135 3.240 2.301 -0.36
H 7.872 0.391 2.407 0.07
H 6.276 -0.494 2.361 0.05
H 6.264 1.276 2.472 0.08
H 7.256 1.361 0.082 0.09
H 7.187 -0.418 0.085 0.10
H 4.594 0.425 1.073 0.07
H 4.912 -0.323 -0.530 0.11
H 4.493 1.765 -1.603 0.10
H 5.570 2.563 -0.448 0.10
H 3.636 3.635 0.275 0.11
H 3.524 2.172 1.297 0.10
H 2.091 1.193 -0.815 0.11
H 1.954 2.987 -1.152 0.09
H 1.463 3.193 1.411 0.11
H 1.050 1.479 1.442 0.10
H -0.771 3.417 1.128 0.06
H -0.312 3.478 -0.575 0.11
H -1.392 1.596 -1.173 0.04
H -0.737 0.665 0.169 0.04
H -2.872 0.627 1.933 0.00
H -5.201 1.782 -0.306 0.04
H -6.172 -0.293 -0.056 0.10
H -5.364 -0.025 1.512 0.09
H -4.377 -2.124 1.173 0.06
H -3.349 -1.392 -0.131 0.02
H -4.948 -2.171 -0.521 0.07
H -2.755 4.931 3.039 0.02
H -4.924 2.621 3.011 0.02
C -0.454 -2.140 -0.244 -0.04
C -0.255 -2.892 1.056 -0.18
O 1.143 -3.125 1.300 0.04
C 1.804 -2.109 1.845 -0.39
O 1.322 -1.056 2.132 0.17
C 3.260 -2.491 2.092 -0.55
F 3.798 -3.131 1.052 0.17
F 3.384 -3.297 3.149 0.18
F 4.007 -1.417 2.321 0.16
H 0.029 -2.667 -1.069 0.09
H -1.516 -2.034 -0.467 0.06
H -0.010 -1.144 -0.196 0.06
H -0.726 -3.872 0.994 0.11
H -0.710 -2.368 1.897 0.13
C -1.476 6.732 -4.934 -0.06
C -0.365 6.671 -3.906 -0.20
O 0.173 5.343 -3.812 0.03
C 1.082 5.020 -4.730 -0.40
O 1.466 5.740 -5.598 0.18
C 1.597 3.607 -4.480 -0.56
F 0.608 2.753 -4.206 0.17
F 2.437 3.576 -3.441 0.16
F 2.248 3.118 -5.527 0.18
H -2.243 5.988 -4.713 0.08
H -1.934 7.721 -4.945 0.08
H -1.097 6.516 -5.934 0.08
H -0.760 6.912 -2.920 0.13
H 0.425 7.391 -4.124 0.13
C -2.082 -9.390 1.951 -0.06
C -2.315 -8.564 0.703 -0.20
O -3.238 -7.493 0.963 0.04
C -2.717 -6.404 1.519 -0.40
O -1.568 -6.264 1.807 0.17
C -3.792 -5.336 1.693 -0.56
F -4.925 -5.842 2.181 0.18
F -4.087 -4.758 0.526 0.17
F -3.402 -4.373 2.522 0.17
H -3.030 -9.749 2.354 0.08
H -1.446 -10.247 1.729 0.08
H -1.604 -8.797 2.731 0.08
H -2.772 -9.180 -0.070 0.13
H -1.380 -8.175 0.298 0.13
```

Computed properties:
- relative energy (zero: lowest compared OMol25 entry of this formula, charge and spin) (kcal/mol) = 0.0
- orbital gap (eV) = 9.057
- highest occupied orbital energy (eV) = -8.551
- electronic energy (eV) = -153633.084
- LUMO level (hartree) = 0.01859
- SMILES = CCCCCCCCC[Si@H]([C@@H](Br)CC)P(O)O.CCOC(=O)C(F)(F)F.CCOC(=O)C(F)(F)F.CCOC(=O)C(F)(F)F

(6)
The following is a quantum chemistry calculation of an isolated molecule of C12H19I, from the OMol25 dataset.

XYZ file:
```
32
Properties=species:S:1:pos:R:3:lowdin_charge:R:1
C 2.131 2.119 1.029 -0.26
C 1.432 1.419 1.847 -0.52
C 1.566 2.585 -0.300 -0.18
C 1.202 1.323 -1.081 -0.16
C -0.226 0.848 -0.658 -0.25
C -0.674 -0.546 -1.021 -0.24
C -0.562 -0.965 0.536 -0.27
C -0.478 0.499 0.819 -0.18
C -1.519 -1.816 1.266 -0.07
C -1.448 1.350 1.609 -0.07
C -0.204 -2.897 -1.841 -0.11
C 0.278 -1.421 -1.811 -0.26
I 1.455 0.978 3.996 0.65
H 3.148 2.446 1.118 0.09
H 0.632 3.120 -0.214 0.10
H 2.224 3.171 -0.906 0.10
H 1.371 1.276 -2.116 0.09
H 1.896 0.525 -0.713 0.12
H -0.925 1.674 -1.111 0.17
H -1.735 -0.439 -1.509 0.18
H 0.419 -1.378 0.689 0.14
H -2.584 -1.962 0.760 0.13
H -1.766 -1.423 2.257 0.08
H -1.239 -2.798 1.530 0.05
H -1.229 1.084 2.575 -0.01
H -2.501 0.969 1.649 0.11
H -1.230 2.398 1.407 0.09
H 0.052 -3.319 -0.845 0.06
H 0.272 -3.476 -2.742 0.09
H -1.384 -2.920 -2.058 0.11
H 0.450 -1.119 -2.912 0.14
H 1.178 -1.307 -1.251 0.08
```

Computed properties:
- relative energy (zero: lowest compared OMol25 entry of this formula, charge and spin) (kcal/mol) = 77.3
- orbital gap (alpha / beta) (eV) = 7.955 / 7.957
- highest occupied orbital energy (alpha / beta) (eV) = -7.659 / -7.660
- electronic energy (eV) = -20847.063
- LUMO level (alpha / beta) (hartree) = 0.01088 / 0.01091